Record 1
DFT (ωB97M-V with the def2-TZVPD basis set) results for the molecule C4H8N2O.

## Properties
LUMO, Eh: 0.0379

Element x y z (Å)
1 H 2.28566 0.10277 -0.75412
2 C -0.61959 0.34720 0.08435
3 H -0.34755 0.57963 -2.09915
4 C 0.14504 0.76675 -1.14269
5 H -3.51539 0.75022 -0.28485
6 H 1.07440 0.54649 1.36671
7 H -0.09546 -1.45076 2.21424
8 H 1.11218 -1.20070 -1.13199
9 H 1.41264 -1.81723 1.71851
10 C 1.24467 -0.21839 -0.67048
11 N -1.84279 0.29590 0.40023
12 C 0.60829 -0.23885 0.74460
13 N 0.49398 -1.52979 1.39047
14 H 0.45501 1.81598 -1.09318
15 O -2.61513 0.89888 -0.59654

---

Record 2
DFT (ωB97M-V with the def2-TZVPD basis set) results for a cluster of 2 separate species, C4H6O7PS2 in total at a distorted geometry.

## Properties
Net charge: -1
LUMO, Eh: 0.0561

Element x y z (Å)
1 H -0.77153 -1.31037 -1.52990
2 C -0.33463 -0.58311 -0.69225
3 C -1.26403 2.59230 1.37628
4 C -0.88374 2.01434 0.12886
5 O -2.81023 -0.65746 1.14518
6 H -1.84929 2.87108 2.37841
7 O -0.21650 -0.86589 2.37067
8 O 1.06585 1.43463 -1.35559
9 C -0.34766 1.00693 -1.08845
10 O 3.70571 -1.12514 1.22356
11 H 3.09030 -0.94549 0.53637
12 H -0.24094 0.11968 2.58678
13 P -1.17012 -1.19214 0.91192
14 H -2.95237 0.29550 0.87140
15 O 3.30081 -0.22056 -1.84251
16 H -0.92947 1.11955 -2.11227
17 S 1.75983 -0.06169 -1.88333
18 S -1.26970 -3.16794 0.74966
19 O 1.11036 -0.96069 -0.54376
20 O 1.00735 -0.36353 -3.23103

---

no.,DFT total energy (eV)
1,-9303.033
2,-49528.582